Formula: C5H5N2O2S
Source: the Open Molecules 2025 dataset
Level of theory: wB97M-V/def2-TZVPD

Properties
**Calculated total energy**: -851.765075 Ha
**Total charge**: -1
**LUMO level**: 3.34 eV
**Relative energy (zero: lowest compared OMol25 entry of this formula, charge and spin)**: 15.2 kcal/mol
**Orbital gap**: 7.13 eV
**Spin multiplicity**: 1
**SMILES**: Cn1ccn(C(=O)[O-])c1=S

Cartesian coordinates (Å):
C  1.73  -1.43  0.01
C  0.45  -1.01  0.05
C  1.70  0.89  0.19
C  4.19  -0.51  -0.07
C  -0.76  1.11  -0.03
N  2.61  -0.34  0.08
N  0.44  0.40  0.14
O  4.55  -1.56  0.42
O  4.71  0.37  -0.63
S  2.06  2.51  0.16
H  2.24  -2.43  -0.07
H  -0.42  -1.50  0.25
H  -1.74  0.54  0.04
H  -0.69  1.90  0.63
H  -0.63  1.49  -0.99

---

Formula: C5H5N2O2S
Source: the Open Molecules 2025 dataset
Level of theory: wB97M-V/def2-TZVPD

Properties
**Calculated total energy**: -851.731276 Ha
**Total charge**: -1
**LUMO level**: 3.42 eV
**Relative energy (zero: lowest compared OMol25 entry of this formula, charge and spin)**: 36.4 kcal/mol
**Orbital gap**: 6.77 eV
**Spin multiplicity**: 1
**SMILES**: Cc1[nH][nH]c(=O)c1C([O-])=S

Cartesian coordinates (Å):
C  -0.75  -0.07  0.36
C  0.51  0.14  0.02
C  -1.33  -1.07  -0.61
C  -1.64  0.62  1.40
C  1.69  0.90  0.51
N  0.92  -0.74  -1.06
N  -0.33  -1.17  -1.55
O  -2.42  -1.63  -0.77
O  -2.30  -0.08  2.13
S  -1.32  2.27  1.30
H  2.56  0.87  -0.08
H  1.83  0.31  1.40
H  1.35  1.86  0.89
H  1.60  -0.32  -1.71
H  -0.38  -1.89  -2.23

---

Formula: C5H5N2OPS
Source: the Open Molecules 2025 dataset
Level of theory: wB97M-V/def2-TZVPD

Properties
**Calculated total energy**: -1117.655874 Ha
**Total charge**: 0
**LUMO level (alpha / beta)**: -1.67 / -1.94 eV
**Relative energy (zero: lowest compared OMol25 entry of this formula, charge and spin)**: 58.3 kcal/mol
**Orbital gap (alpha / beta)**: 7.12 / 6.82 eV
**Spin multiplicity**: 1

Cartesian coordinates (Å):
C  -2.05  0.21  1.22
C  -0.71  0.12  1.08
C  -1.77  -0.82  -0.59
C  0.77  -0.98  -0.54
C  1.70  -0.52  0.39
N  -2.67  -0.39  0.23
N  -0.55  -0.65  -0.08
O  0.97  -1.39  -1.66
P  1.59  2.01  -0.53
S  2.91  -0.91  1.36
H  -2.56  0.74  1.94
H  0.02  0.56  1.64
H  -1.91  -1.44  -1.55
H  2.90  1.64  -0.77
H  1.35  1.82  -2.13